#a
Below is a 3-piece molecular cluster, CH10NO2 overall, with properties calculated with ωB97M-V with the def2-TZVPD basis set.

Computed properties:
net charge	+1
molecular weight	68.10	g mol⁻¹
E_HOMO	-14.080	eV
E_LUMO	-3.752	eV
gap between HOMO and LUMO	10.3	eV

Positions of all 14 atoms, in Å:
1 H -0.7550 1.5387 -1.4900
2 H 2.4979 0.1674 -0.4552
3 H -0.2822 1.2830 0.7500
4 H 0.1540 2.9240 0.7307
5 H -1.4651 2.5265 0.9828
6 H -1.4342 3.2329 -1.3459
7 N -0.5521 2.2313 0.4658
8 H 0.9929 -4.4891 0.8426
9 C -1.3512 2.1800 -0.8714
10 O 1.5654 -0.0898 -0.5006
11 O 0.1465 -3.9500 0.6879
12 H 1.4520 -0.9869 -0.1268
13 H -0.4902 -4.3975 1.2834
14 H -2.3935 1.8199 -0.7025

Mulliken population analysis, charges in e, atoms 1 to 8:
1 H 0.309
2 H 0.334
3 H 0.338
4 H 0.341
5 H 0.418
6 H 0.325
7 N -0.378
8 H 0.338

***

#b
Below is a 3-piece molecular cluster, CH10NO2 overall, with properties calculated with ωB97M-V with the def2-TZVPD basis set.

Computed properties:
net charge	+1
molecular weight	68.10	g mol⁻¹
E_HOMO	-15.865	eV
E_LUMO	-3.291	eV
gap between HOMO and LUMO	12.6	eV

Positions of all 14 atoms, in Å:
1 H 2.0833 0.7375 0.9242
2 H 1.3392 -0.1646 2.2203
3 H 0.3595 3.2071 -0.6663
4 C 1.5473 -0.1423 1.1509
5 O 0.1846 2.2969 -0.9495
6 H -2.5405 -1.5829 -0.0696
7 O -1.7557 -2.0106 -0.4220
8 H 0.8771 2.1353 -1.5969
9 N 0.2604 -0.1620 0.3708
10 H -0.4661 -0.3909 1.0339
11 H 0.0455 0.7817 -0.0204
12 H -1.9899 -2.8991 -0.7097
13 H 2.0990 -1.0634 0.9820
14 H 0.2420 -0.8786 -0.3547

Mulliken population analysis, charges in e, atoms 1 to 8:
1 H 0.301
2 H 0.323
3 H 0.346
4 C -0.787
5 O -0.714
6 H 0.318
7 O -0.618
8 H 0.348

***

Bottom line: #b, by a margin of 27.7 kcal/mol.

***

#a
Below is an isolated ion of composition C2H2N3OS and charge -1, with properties calculated with ωB97M-V with the def2-TZVPD basis set.

Computed properties:
net charge	-1
molecular weight	116.12	g mol⁻¹
E_HOMO	-4.435	eV
E_LUMO	3.696	eV
SMILES	N#CS/C([O-])=N/N
gap between HOMO and LUMO	8.1	eV

Positions of all 9 atoms, in Å:
1 C -0.5550 -0.2118 0.5175
2 S -0.0617 -2.0828 0.3634
3 N 0.4787 0.3966 0.1239
4 H 0.8424 2.0246 1.1518
5 N 0.3632 -1.8798 -2.3710
6 O -1.6216 -0.0873 1.1227
7 H -0.3822 2.0917 0.1532
8 C 0.3390 -2.0878 -1.2465
9 N 0.5973 1.8365 0.1851

Mulliken population analysis, charges in e, atoms 1 to 8:
1 C 0.581
2 S -0.320
3 N -0.376
4 H 0.229
5 N -0.492
6 O -0.684
7 H 0.263
8 C 0.383

***

#b
Below is an isolated ion of composition C2H2N3OS and charge -1, with properties calculated with ωB97M-V with the def2-TZVPD basis set.

Computed properties:
net charge	-1
molecular weight	116.12	g mol⁻¹
E_HOMO (alpha / beta)	-2.002 / -2.715	eV
E_LUMO (alpha / beta)	3.632 / 3.977	eV
gap between HOMO and LUMO (alpha / beta)	5.6 / 6.7	eV

Positions of all 9 atoms, in Å:
1 N -1.5758 0.6042 -0.4621
2 H 1.4574 1.6762 -0.0534
3 N -0.5115 1.3639 -0.0960
4 C -0.0523 -1.3415 -0.0725
5 N 0.9644 -0.4962 0.0328
6 C 0.6948 0.9388 -0.0214
7 O 0.1359 -2.5273 0.1114
8 H 1.8344 -0.7884 0.2577
9 S -2.9473 0.5703 0.3035

Mulliken population analysis, charges in e, atoms 1 to 8:
1 N -0.152
2 H 0.382
3 N -0.243
4 C -0.103
5 N 0.006
6 C -0.128
7 O -0.499
8 H 0.200

***

Bottom line: #a, by a margin of 58.3 kcal/mol.

***

#a
Below is a 2-piece molecular cluster, C3H11N2S overall, with properties calculated with ωB97M-V with the def2-TZVPD basis set.

Computed properties:
net charge	+1
molecular weight	107.20	g mol⁻¹
E_HOMO	-12.571	eV
E_LUMO	-3.810	eV
gap between HOMO and LUMO	8.8	eV

Positions of all 17 atoms, in Å:
1 H -2.8073 3.6801 0.7711
2 N -2.2621 3.6567 -0.0755
3 H 3.1119 -1.8826 0.6049
4 N -1.8749 1.3905 0.0491
5 H 0.6521 -3.2207 0.5810
6 C 1.1165 -2.4981 -0.0851
7 H -2.0449 4.5097 -0.5640
8 H 2.9842 -2.1384 -1.0833
9 H -0.6439 2.6268 -0.9488
10 C 2.6426 -2.5297 -0.1167
11 S 0.4167 -0.8755 0.4060
12 H 0.7060 -2.6090 -1.0841
13 H -1.2502 0.5849 -0.0926
14 H 2.9326 -3.5824 -0.0659
15 C -1.5597 2.5798 -0.3813
16 H -2.8169 1.1960 0.3697
17 H 0.6974 -0.8882 1.7153

Mulliken population analysis, charges in e, atoms 1 to 8:
1 H 0.247
2 N -0.353
3 H 0.315
4 N -0.193
5 H 0.371
6 C -0.477
7 H 0.264
8 H 0.281

***

#b
Below is a 2-piece molecular cluster, C3H11N2S overall, with properties calculated with ωB97M-V with the def2-TZVPD basis set.

Computed properties:
net charge	+1
molecular weight	107.20	g mol⁻¹
E_HOMO	-13.459	eV
E_LUMO	-4.299	eV
gap between HOMO and LUMO	9.2	eV

Positions of all 17 atoms, in Å:
1 N 0.1469 2.0501 0.1807
2 H 3.0014 -0.8033 0.8020
3 H -0.2954 2.2018 -0.7205
4 H -1.7296 0.7306 -1.4565
5 C -0.7786 -0.2173 0.2642
6 H 0.6106 0.7492 1.6931
7 H -0.2196 -0.1324 -1.8259
8 N -0.2399 -1.5229 0.5833
9 C 0.1268 0.8760 0.7324
10 C -1.1241 -0.1418 -1.2247
11 S 2.4132 -0.2792 -0.2692
12 H -1.7012 -1.0195 -1.5041
13 H -1.7072 -0.0028 0.8436
14 H -0.0614 -1.6391 1.5723
15 H 0.6739 2.8210 0.5746
16 H 1.7536 -1.4107 -0.5315
17 H -0.8695 -2.2598 0.2864

Mulliken population analysis, charges in e, atoms 1 to 8:
1 N -0.222
2 H 0.213
3 H 0.218
4 H 0.437
5 C 0.415
6 H 0.431
7 H 0.310
8 N -0.533

***

#c
Below is a 2-piece molecular cluster, C3H11N2S overall, with properties calculated with ωB97M-V with the def2-TZVPD basis set.

Computed properties:
net charge	+1
molecular weight	107.20	g mol⁻¹
E_HOMO	-12.672	eV
E_LUMO	-3.779	eV
gap between HOMO and LUMO	8.9	eV

Positions of all 17 atoms, in Å:
1 H -1.4200 -0.3819 -0.6213
2 H -2.7615 1.1566 0.7953
3 H 1.7840 -1.0861 0.5750
4 N 1.6614 -2.0074 0.1535
5 H 1.1758 -2.7190 0.7263
6 H -0.4090 2.7255 1.6492
7 C -1.7596 1.2433 1.0712
8 H 2.1489 -0.4097 -1.7274
9 N 1.9045 -1.2849 -1.9765
10 H -2.0037 3.4079 1.2705
11 H 1.1308 -3.2114 -1.5803
12 H -0.8142 2.7118 -0.0042
13 S -0.7404 -0.0894 0.5997
14 C -1.2502 2.5950 0.9608
15 C 1.5760 -2.2304 -1.1092
16 H 1.5077 -1.3256 -2.9336
17 H -1.7304 0.9057 2.1510

Mulliken population analysis, charges in e, atoms 1 to 8:
1 H 0.134
2 H 0.449
3 H 0.282
4 N -0.331
5 H 0.280
6 H 0.279
7 C -0.436
8 H 0.239

***

Bottom line: #a, by a margin of 16.9 kcal/mol.